1.
A molecular structure, C19H42NO2P3RhSe. Source: the OMol25 dataset; level of theory: ωB97M-V with the def2-TZVPD basis set.

Calculated values
Kohn-Sham gap (alpha / beta): 6.776 / 4.555 eV
ΔE to the lowest compared entry with this formula, charge and spin: 0.000 eV
DFT total energy: -4489.37926 Eh
multiplicity: 5
net charge: +3
E_HOMO (alpha / beta): -15.683 / -16.452 eV
⟨S²⟩: 6.04

Last column: Mulliken spin population.
Geometry (Å):
1 Rh 0.38879 0.26821 -0.22957  0.974
2 P 1.21108 2.47508 -0.04811  0.083
3 P -1.07552 0.96021 -1.79459  0.079
4 P 2.03799 -0.32152 -1.63559  -0.009
5 H 1.49883 -0.77598 3.71289  0.052
6 C 0.86817 -0.65634 2.81771  0.026
7 C 1.59196 0.02876 1.66369  0.579
8 H 1.83508 1.04407 2.02739  0.004
9 C 0.30904 3.35320 1.30045  0.037
10 C 1.14260 3.75828 -1.36887  0.009
11 C 2.97282 2.71055 0.48984  0.007
12 C -2.33473 -0.28882 -2.21896  0.046
13 C -2.15387 2.31747 -1.18531  0.013
14 C -0.52745 1.55053 -3.46391  0.012
15 C 3.45243 -1.11244 -0.79681  0.005
16 C 2.86195 0.96601 -2.68329  -0.007
17 C 1.57498 -1.56696 -2.89642  0.069
18 H 0.41240 -1.61892 2.51489  0.018
19 H 2.53171 -0.45682 1.36704  -0.001
20 H -0.14264 2.63679 1.99727  -0.006
21 H -0.47672 4.00147 0.89003  0.005
22 H 1.00370 3.99794 1.85328  0.003
23 H 0.12296 4.04231 -1.63592  0.000
24 H 1.67223 3.45364 -2.27477  0.000
25 H 1.63777 4.66358 -0.99663  0.004
26 H 3.21960 2.16261 1.40495  -0.001
27 H 3.12299 3.77980 0.69257  0.002
28 H 3.69125 2.41214 -0.28169  0.001
29 H -3.19243 0.16766 -2.73252  0.008
30 H -2.67511 -0.76883 -1.29360  -0.003
31 H -1.89107 -1.05542 -2.86468  0.002
32 H -2.92867 2.55843 -1.92813  0.004
33 H -1.58426 3.23119 -0.98374  -0.002
34 H -2.63820 1.98090 -0.25885  -0.005
35 H -1.40923 1.80558 -4.07475  0.004
36 H 0.04288 0.78025 -4.00149  -0.002
37 H 0.08644 2.45702 -3.38884  0.004
38 H 4.13162 -1.53467 -1.54684  0.002
39 H 3.10010 -1.91479 -0.14085  -0.003
40 H 4.00496 -0.38074 -0.19901  0.003
41 H 3.60720 0.42501 -3.28367  0.000
42 H 3.37977 1.74286 -2.10569  0.001
43 H 2.16081 1.44251 -3.38045  0.000
44 H 2.45657 -1.74596 -3.53001  0.005
45 H 0.73288 -1.23212 -3.51450  -0.007
46 H 1.28493 -2.50917 -2.39917  -0.004
47 C -0.84864 -4.61964 0.07690  0.209
48 C -0.47926 -4.55966 1.44401  0.050
49 C -0.35994 -5.71290 2.20742  0.027
50 C -0.69229 -6.96916 1.66305  0.193
51 C -1.15483 -7.04001 0.33503  0.018
52 C -1.25480 -5.88299 -0.44444  0.047
53 Se -0.72302 -3.02069 -0.83278  1.410
54 H 0.05679 0.07041 3.01995  0.002
55 H -0.25154 -3.58454 1.86919  0.019
56 H -0.00946 -5.64314 3.23828  0.004
57 H -0.59170 -7.87201 2.27376  0.001
58 H -1.43689 -8.01472 -0.07866  0.005
59 H -1.62101 -5.93372 -1.46617  -0.006
60 N -3.41928 2.99265 2.59913  0.000
61 C -3.51030 1.75234 3.41752  0.000
62 C -2.50712 0.74250 2.83326  0.000
63 O -2.40776 -0.31264 3.48928  0.002
64 O -1.93798 1.13990 1.77171  0.005
65 H -2.45661 3.35929 2.59580  0.000
66 H -4.05352 3.71081 2.95694  0.000
67 H -3.66029 2.78318 1.62349  0.000
68 H -3.26155 2.00002 4.45017  0.000
69 H -4.53761 1.38013 3.36238  0.000

=====

2.
A molecular structure, C20H45N2OP3SYb. Source: the OMol25 dataset; level of theory: ωB97M-V with the def2-TZVPD basis set.

Calculated values
Kohn-Sham gap (alpha / beta): 7.439 / 4.954 eV
ΔE to the lowest compared entry with this formula, charge and spin: 0.326 eV
DFT total energy: -3553.77377 Eh
multiplicity: 2
net charge: +3
E_HOMO (alpha / beta): -15.927 / -15.927 eV
⟨S²⟩: 0.78

Last column: Mulliken spin population.
Geometry (Å):
1 Yb -1.38429 1.09594 -0.83164  -0.002
2 P 2.25858 -1.25172 1.47457  0.000
3 P 1.00234 2.41537 0.26986  0.003
4 P -1.50578 -1.86953 0.00283  0.001
5 H -1.04934 2.98521 -6.90364  0.000
6 C -1.90552 2.34636 -6.67287  0.007
7 C -2.72957 2.64583 -5.66551  -0.005
8 H -2.60000 3.56685 -5.09277  0.001
9 C 3.72257 -2.25629 1.16493  0.000
10 C 2.63724 0.17473 2.47084  0.000
11 C 1.05099 -2.20674 2.43568  0.000
12 C 0.48672 3.43395 -1.15602  -0.003
13 C 1.66214 3.75049 1.36450  0.000
14 C 2.57841 1.82167 -0.50306  0.000
15 C -2.59433 -1.98544 -1.45778  0.012
16 C -2.32741 -3.15497 1.03764  0.001
17 C -0.13301 -2.89015 -0.70897  0.000
18 H -2.08673 1.49742 -7.34629  0.000
19 H -3.61493 2.02461 -5.50704  0.000
20 H 4.09713 -2.64918 2.11527  0.000
21 H 4.53266 -1.65806 0.72758  0.000
22 H 3.50687 -3.11897 0.51975  0.000
23 H 3.10754 -0.15466 3.40904  0.000
24 H 1.70163 0.69686 2.70728  0.000
25 H 3.32845 0.84716 1.95327  0.000
26 H 1.36147 -2.24486 3.48811  0.000
27 H 0.99426 -3.23736 2.06577  0.000
28 H 0.06581 -1.72956 2.41176  0.000
29 H 1.10118 4.33908 -1.10662  0.000
30 H -0.57072 3.73744 -1.09100  0.000
31 H 0.68173 2.92985 -2.11063  0.005
32 H 2.57371 4.18825 0.93552  0.000
33 H 1.89634 3.36462 2.36479  0.000
34 H 0.90667 4.53875 1.47597  0.000
35 H 3.36021 2.58363 -0.36771  0.000
36 H 2.43940 1.60207 -1.56987  -0.001
37 H 2.90555 0.89789 -0.01573  -0.001
38 H -2.96178 -3.01875 -1.49614  0.000
39 H -2.07896 -1.75005 -2.39782  -0.002
40 H -3.44806 -1.30772 -1.32963  0.000
41 H -2.99665 -3.76400 0.41281  0.000
42 H -2.92742 -2.63922 1.79795  0.000
43 H -1.61864 -3.81480 1.55775  0.000
44 H -0.50792 -3.84952 -1.10243  0.000
45 H 0.61515 -3.08914 0.06874  -0.001
46 H 0.34722 -2.32191 -1.51731  -0.001
47 C -0.06901 0.10689 -3.46819  0.190
48 C 0.92861 -0.28573 -4.39117  0.151
49 C 0.56357 -0.99137 -5.53331  -0.010
50 C -0.78706 -1.27418 -5.76912  0.262
51 C -1.78184 -0.68423 -4.96008  0.013
52 C -1.41002 0.16653 -3.93196  0.163
53 O 0.19924 0.27978 -2.17237  0.232
54 H 1.69872 -0.90603 0.20893  -0.001
55 H 1.95457 -0.00044 -4.14523  0.001
56 H 1.33904 -1.33168 -6.22805  0.003
57 H -1.05094 -1.91626 -6.61551  -0.005
58 H -2.84708 -0.80583 -5.18154  -0.003
59 H -2.12962 0.82445 -3.43536  -0.013
60 C 0.37128 1.39426 5.53860  0.000
61 N -0.88914 1.55922 4.82735  0.000
62 C -1.48959 0.56108 4.10688  0.000
63 S -2.08677 0.87890 2.50903  0.000
64 N -1.65830 -0.62047 4.73947  0.000
65 C -1.46659 -0.87918 6.15928  0.000
66 H 0.97272 0.55029 5.17416  0.000
67 H 0.19332 1.28491 6.61135  0.000
68 H 1.00918 2.28285 5.42012  0.000
69 H -1.02260 2.47344 4.39877  0.000
70 H -2.22950 -1.28530 4.21740  0.000
71 H -1.80160 -1.88926 6.38692  0.000
72 H -0.40396 -0.81619 6.41446  0.000
73 H -1.98751 -0.19788 6.83740  0.000

=====

The lowest DFT total energy belongs to which entry?
C19H42NO2P3RhSe

=====

What is the DFT total energy in the first record?
-4489.37926 Eh

=====

Number 1 is which compound?
C19H42NO2P3RhSe